#w
The following is a DFT calculation (the ωB97M-V functional and the def2-TZVPD basis) of a cluster of 7 separate species, C28H77N7O7 in total.

Multiplicity: 1
SMILES: COC[C@H](C)N.COC[C@H](C)N.COC[C@H](C)N.COC[C@H](C)N.COC[C@H](C)N.COC[C@H](C)N.COC[C@H](C)N
HOMO energy, eV: -8.466

Structure (XYZ):
```
119
Properties=species:S:1:pos:R:3:mulliken_charge:R:1
C 15.99 40.55 22.88 -0.87
O 15.02 40.49 23.90 -0.01
C 14.35 39.33 24.02 -0.78
C 13.30 39.27 25.18 0.71
C 14.06 39.51 26.55 -1.46
N 12.43 38.17 25.18 -0.75
H 15.28 40.60 21.97 0.34
H 16.58 39.71 22.77 0.43
H 16.56 41.42 23.14 0.10
H 13.75 39.15 22.94 0.19
H 15.03 38.51 24.12 0.34
H 12.49 40.22 25.11 0.18
H 13.29 39.59 27.22 0.40
H 14.73 40.28 26.75 0.20
H 14.50 38.47 26.66 0.38
H 11.44 38.46 25.61 0.32
H 12.04 38.12 24.25 0.31
C 17.53 46.41 34.27 -0.82
O 16.88 45.20 33.92 -0.47
C 17.44 44.49 32.82 0.82
C 16.56 43.34 32.33 0.02
C 16.40 42.22 33.40 -1.70
N 17.08 42.80 31.06 -0.46
H 16.99 46.96 35.07 0.23
H 17.66 47.12 33.58 0.30
H 18.45 45.95 34.63 0.36
H 17.34 45.32 32.14 -0.51
H 18.50 44.15 32.78 0.18
H 15.63 43.76 32.16 0.63
H 17.33 41.86 33.80 0.32
H 15.70 41.43 33.08 0.33
H 16.07 42.70 34.25 0.53
H 17.96 42.33 31.21 0.08
H 17.24 43.52 30.46 0.50
C 15.36 47.27 27.04 -0.48
O 14.57 46.27 26.65 -0.33
C 14.90 45.65 25.38 -0.10
C 14.01 44.45 25.28 -0.04
C 14.33 43.44 26.46 -1.01
N 14.18 43.88 23.92 -0.73
H 14.52 47.73 27.72 0.31
H 15.65 48.08 26.30 0.31
H 16.03 47.05 27.76 -0.05
H 14.83 46.30 24.60 0.72
H 16.02 45.43 25.40 -0.56
H 13.05 44.84 25.30 0.57
H 15.31 42.94 26.43 0.02
H 13.61 42.61 26.57 0.31
H 14.24 43.94 27.40 0.59
H 14.98 43.32 24.16 0.21
H 13.26 43.23 23.91 0.35
C 22.10 47.14 20.45 -0.73
O 21.91 45.69 20.14 -0.35
C 21.86 44.86 21.32 -0.70
C 21.15 43.60 20.85 0.28
C 19.75 43.94 20.23 -1.81
N 20.98 42.48 21.85 -0.70
H 22.02 47.65 19.53 0.27
H 23.13 47.38 20.89 0.26
H 21.47 47.45 21.23 0.34
H 22.87 44.63 21.63 0.40
H 21.25 45.33 21.98 0.33
H 21.70 43.14 20.16 0.46
H 19.31 44.48 20.72 0.79
H 19.33 43.01 19.68 0.29
H 19.96 44.68 19.34 0.32
H 20.67 41.57 21.24 0.27
H 21.88 42.20 22.06 0.27
C 22.84 40.62 28.88 -0.55
O 22.13 40.73 30.14 -0.55
C 21.26 41.78 30.17 -0.63
C 20.58 41.90 31.60 2.26
C 21.54 42.16 32.80 -1.71
N 19.78 40.74 31.85 -0.68
H 23.77 40.09 28.92 0.31
H 23.25 41.66 28.58 0.19
H 22.05 40.17 28.17 0.22
H 21.66 42.64 29.79 0.54
H 20.49 41.55 29.47 -0.05
H 19.81 42.83 31.52 -1.34
H 22.03 43.10 32.61 0.32
H 22.17 41.24 33.07 0.28
H 20.96 42.26 33.62 0.63
H 19.60 40.59 32.90 0.26
H 20.52 40.08 31.69 0.42
C 18.04 41.58 27.62 -0.73
O 18.84 42.74 27.38 -0.12
C 19.85 42.56 26.35 -1.11
C 20.15 43.88 25.84 1.19
C 18.99 44.56 25.16 -1.18
N 21.34 43.71 24.80 -0.61
H 17.30 41.76 28.49 0.12
H 18.71 40.80 27.83 0.52
H 17.39 41.40 26.68 -0.06
H 20.57 42.26 27.06 -0.05
H 19.68 41.92 25.49 0.55
H 20.44 44.52 26.75 -0.05
H 19.29 45.78 25.01 0.26
H 18.06 44.76 25.84 -0.26
H 18.62 44.21 24.26 0.56
H 21.85 44.61 24.69 0.28
H 21.10 43.09 23.98 0.28
C 22.39 45.97 30.16 -0.72
O 21.12 46.32 29.53 -0.48
C 20.04 45.39 29.70 -0.37
C 18.76 45.87 29.16 1.13
C 18.25 47.16 29.85 -1.17
N 17.78 44.88 29.04 0.30
H 22.41 45.47 31.09 0.28
H 22.99 46.86 30.16 0.31
H 22.78 45.24 29.38 0.23
H 20.42 44.46 29.21 -0.60
H 19.73 45.12 30.72 0.64
H 18.94 46.25 28.08 -0.01
H 17.61 47.72 29.06 0.25
H 19.13 47.87 30.36 0.21
H 17.57 46.94 30.73 0.19
H 16.88 45.05 28.70 0.27
H 18.25 44.28 28.35 -0.43
```

=====

#x
The following is a DFT calculation (the ωB97M-V functional and the def2-TZVPD basis) of a cluster of 7 separate species, C28H77N7O7 in total.

Multiplicity: 1
SMILES: COC[C@H](C)N.COC[C@H](C)N.COC[C@H](C)N.COC[C@H](C)N.COC[C@H](C)N.COC[C@H](C)N.COC[C@H](C)N
HOMO energy, eV: -8.901

Structure (XYZ):
```
119
Properties=species:S:1:pos:R:3:mulliken_charge:R:1
C 2.94 5.96 -0.17 -0.83
O 3.67 4.76 -0.03 -0.25
C 3.83 4.08 -1.24 -0.27
C 5.05 3.18 -1.17 0.36
C 5.10 2.39 0.13 -1.19
N 6.30 3.94 -1.26 -0.74
H 2.90 6.46 0.80 0.24
H 1.91 5.74 -0.50 0.29
H 3.41 6.66 -0.88 0.33
H 2.91 3.55 -1.54 -0.05
H 4.01 4.81 -2.05 0.43
H 5.01 2.49 -2.02 0.41
H 5.10 3.06 0.98 0.24
H 6.01 1.79 0.13 0.44
H 4.25 1.71 0.23 0.13
H 6.28 4.70 -0.59 0.26
H 6.43 4.32 -2.19 0.24
C 0.89 -0.40 1.25 -0.70
O 0.27 0.27 0.18 -0.47
C 0.72 -0.17 -1.07 -0.89
C -0.06 0.48 -2.16 0.46
C 0.19 1.98 -2.31 -1.24
N -1.50 0.12 -2.08 -0.06
H 1.91 -0.71 0.98 0.69
H 0.38 -1.32 1.56 0.16
H 0.96 0.27 2.11 0.01
H 1.79 0.07 -1.21 0.48
H 0.66 -1.26 -1.19 0.37
H 0.28 0.00 -3.09 0.31
H 1.18 2.17 -2.76 0.31
H 0.24 2.47 -1.34 0.27
H -0.48 2.46 -3.02 0.27
H -1.82 0.44 -1.17 0.03
H -1.97 0.66 -2.80 0.09
C -6.97 1.81 -6.56 -0.83
O -5.68 1.98 -6.02 -0.24
C -5.71 2.63 -4.77 -0.78
C -4.28 2.83 -4.28 -0.10
C -3.40 3.41 -5.39 -1.38
N -3.68 1.55 -3.85 -0.32
H -7.64 1.32 -5.85 0.33
H -6.86 1.13 -7.41 0.24
H -7.37 2.77 -6.89 0.31
H -6.30 3.56 -4.82 0.49
H -6.23 1.99 -4.04 0.40
H -4.26 3.52 -3.44 0.46
H -3.93 4.24 -5.87 0.38
H -3.12 2.65 -6.11 0.32
H -2.49 3.83 -4.95 0.34
H -3.79 0.86 -4.58 -0.08
H -4.24 1.15 -3.10 0.21
C 3.20 1.68 3.54 -0.50
O 4.06 1.51 4.65 -0.39
C 3.54 0.58 5.60 0.06
C 4.68 0.16 6.49 0.26
C 4.21 -0.93 7.44 -1.18
N 5.28 1.24 7.25 -0.72
H 3.30 0.84 2.85 0.14
H 3.46 2.62 3.05 0.35
H 2.15 1.77 3.86 0.23
H 2.77 1.11 6.17 0.20
H 3.15 -0.29 5.05 -0.18
H 5.44 -0.30 5.86 0.29
H 4.97 -1.20 8.17 0.41
H 3.99 -1.85 6.88 0.14
H 3.27 -0.65 7.93 0.29
H 4.56 1.86 7.62 0.26
H 5.82 1.85 6.64 0.32
C -3.86 0.75 1.73 -0.87
O -3.41 -0.39 1.06 -0.34
C -2.60 -1.21 1.88 0.01
C -2.55 -2.62 1.29 0.17
C -1.68 -3.54 2.14 -1.19
N -2.09 -2.63 -0.11 -0.56
H -4.29 1.44 1.00 0.28
H -3.07 1.28 2.29 0.30
H -4.64 0.52 2.47 0.33
H -1.58 -0.80 1.92 -0.43
H -3.02 -1.27 2.89 0.67
H -3.58 -3.00 1.30 0.53
H -1.64 -4.52 1.66 0.50
H -2.19 -3.73 3.10 0.39
H -0.71 -3.12 2.39 -0.30
H -2.77 -2.14 -0.68 0.51
H -1.29 -1.99 -0.13 -0.03
C -0.55 -4.90 -6.22 -0.74
O -1.72 -4.20 -5.98 -0.30
C -1.75 -3.66 -4.66 -0.58
C -2.98 -2.81 -4.46 0.28
C -2.99 -1.65 -5.42 -1.33
N -3.04 -2.33 -3.07 -0.48
H -0.54 -5.23 -7.25 0.25
H -0.46 -5.80 -5.58 0.29
H 0.36 -4.32 -5.98 0.31
H -1.76 -4.49 -3.93 0.43
H -0.83 -3.08 -4.52 0.24
H -3.86 -3.43 -4.64 0.38
H -3.93 -1.09 -5.33 0.12
H -2.91 -2.00 -6.45 0.50
H -2.13 -0.98 -5.27 0.26
H -2.84 -3.13 -2.47 0.30
H -2.26 -1.70 -2.88 0.11
C -0.53 -0.70 4.45 -0.44
O 0.69 -1.34 4.72 -0.02
C 0.55 -2.73 4.89 -0.76
C 1.91 -3.38 4.79 1.02
C 2.53 -3.18 3.42 -1.10
N 1.68 -4.84 5.00 -0.77
H -0.35 0.32 4.10 0.22
H -1.16 -0.66 5.35 0.44
H -1.10 -1.25 3.69 -0.08
H 0.16 -2.92 5.90 0.36
H -0.09 -3.21 4.14 0.18
H 2.56 -3.05 5.61 -0.15
H 2.38 -2.15 3.10 -0.16
H 2.01 -3.80 2.69 0.40
H 3.60 -3.41 3.41 0.42
H 1.10 -5.01 5.81 0.23
H 2.58 -5.27 5.20 0.29
```

=====

Least stable: #w

=====

#w
The following is a DFT calculation (the ωB97M-V functional and the def2-TZVPD basis) of a structure of composition CH2N2S2.

Multiplicity: 1
HOMO energy, eV: -9.476

Structure (XYZ):
```
7
Properties=species:S:1:pos:R:3:mulliken_charge:R:1
C -0.46 -0.19 -1.61 0.22
N -0.75 0.16 -2.66 -0.31
N 0.10 -0.34 0.23 -0.15
S -1.11 -0.37 1.33 -0.02
S 1.70 -0.65 0.54 -0.04
H -1.49 0.83 1.04 0.15
H 2.02 0.55 1.12 0.15
```

=====

#x
The following is a DFT calculation (the ωB97M-V functional and the def2-TZVPD basis) of the molecule CH2N2S2.

Multiplicity: 1
HOMO energy (alpha / beta), eV: -8.344 / -8.324

Structure (XYZ):
```
7
Properties=species:S:1:pos:R:3:mulliken_charge:R:1
C 1.18 0.28 0.73 -0.11
N 0.41 1.13 0.35 -0.16
N -1.19 -0.48 -0.67 -0.35
S -0.61 -1.78 0.25 -0.14
S -1.07 1.16 -0.20 0.15
H 2.16 0.38 1.15 0.32
H -0.89 -0.68 -1.63 0.30
```

=====

#y
The following is a DFT calculation (the ωB97M-V functional and the def2-TZVPD basis) of a cluster of 2 separate species, CH2N2S2 in total.

Multiplicity: 1
HOMO energy (alpha / beta), eV: -10.096 / -9.541

Structure (XYZ):
```
7
Properties=species:S:1:pos:R:3:mulliken_charge:R:1
C 2.68 1.77 0.23 0.47
N 3.20 2.61 -0.35 -0.37
N 1.78 0.93 0.61 -0.32
S 0.60 0.83 1.71 0.05
S -0.02 0.69 -2.13 -0.18
H -0.05 -0.17 1.03 0.18
H 1.09 0.00 -1.63 0.17
```

=====

Least stable: #w

=====

#w
The following is a DFT calculation (the ωB97M-V functional and the def2-TZVPD basis) of a cluster of 2 separate species, C4H11ClN2O in total.

Multiplicity: 1
HOMO energy (alpha / beta), eV: -7.368 / -7.368

Structure (XYZ):
```
19
Properties=species:S:1:pos:R:3:mulliken_charge:R:1
C 1.53 0.17 -1.18 -0.92
C 0.91 1.34 0.95 -1.37
C 0.57 0.94 -0.41 0.77
C -0.86 -0.87 0.24 0.09
N -0.98 -1.66 -0.94 -0.45
N -0.65 -1.42 1.45 -0.52
O -0.27 1.71 -1.06 -0.46
Cl -2.50 0.42 0.25 -0.45
H 0.92 -0.65 -1.68 0.24
H 2.27 -0.27 -0.43 0.25
H 1.89 0.82 -1.99 0.40
H 1.46 2.22 0.84 0.50
H 1.53 0.54 1.43 0.34
H -0.08 1.70 1.51 0.19
H -1.32 -2.53 -0.81 0.17
H -1.26 -1.00 -1.64 0.28
H -1.19 -2.26 1.91 0.27
H -0.80 -0.79 2.27 0.29
H -1.16 1.59 -0.72 0.36
```

=====

#x
The following is a DFT calculation (the ωB97M-V functional and the def2-TZVPD basis) of a structure of composition C4H11ClN2O.

Multiplicity: 1
HOMO energy, eV: -9.162

Structure (XYZ):
```
19
Properties=species:S:1:pos:R:3:mulliken_charge:R:1
C 1.55 -0.37 0.72 -1.30
C -0.45 -2.09 0.19 -1.13
C 0.04 -0.24 0.61 0.55
C -0.31 0.82 -0.53 0.30
N 0.10 2.06 -0.18 -0.31
N -0.04 0.60 -1.87 -0.62
O -0.51 0.08 1.80 -0.47
Cl -2.46 0.77 -0.29 -0.40
H 1.97 0.57 0.57 0.49
H 1.89 -1.23 0.03 0.25
H 1.77 -0.71 1.82 0.30
H 0.11 -2.39 -0.68 0.41
H -1.61 -2.08 -0.02 0.23
H -0.14 -2.48 1.17 0.36
H 0.11 2.74 -0.95 0.20
H 0.13 2.57 0.67 0.21
H -0.32 -0.30 -2.10 0.24
H -0.54 1.08 -2.56 0.30
H -1.31 0.60 1.60 0.38
```

=====

Least stable: #w